{
  "formula": "C20H18CaCl2N3O4S",
  "method": "ωB97M-V with the def2-TZVPD basis set",
  "symbols": ["Ca", "O", "C", "O", "C", "C", "C", "C", "C", "N", "C", "O", "O", "H", "H", "H", "C", "C", "C", "C", "C", "C", "C", "H", "H", "H", "H", "H", "H", "H", "H", "Cl", "C", "C", "C", "C", "C", "Cl", "C", "S", "H", "H", "H", "N", "N", "H", "H", "H", "H"],
  "positions_angstrom": [[-0.26127, 1.24391, -0.19376], [-2.47266, 1.74618, -3.92924], [-2.06237, 1.60712, -2.78080], [-0.95397, 1.97219, -2.27764], [-2.99638, 0.87167, -1.79888], [-4.18512, 0.25522, -2.16558], [-4.89996, -0.42258, -1.18628], [-4.42383, -0.48144, 0.11868], [-3.22666, 0.15847, 0.40268], [-2.57458, 0.81586, -0.54480], [-2.53670, 0.13986, 1.77476], [-3.15562, -0.34565, 2.71759], [-1.35735, 0.62559, 1.77677], [-4.51288, 0.31029, -3.19387], [-5.82882, -0.91840, -1.44305], [-4.94472, -1.00933, 0.90468], [3.85790, -0.36950, 2.29981], [2.49155, -0.85333, 2.70064], [1.89266, -1.91699, 2.02835], [0.63686, -2.37556, 2.39887], [-0.05798, -1.76450, 3.43373], [0.52238, -0.69897, 4.10368], [1.78745, -0.25467, 3.74239], [3.86522, -0.06102, 1.25270], [4.60050, -1.16296, 2.40935], [4.17554, 0.47105, 2.91897], [2.40789, -2.36919, 1.18882], [0.18599, -3.19746, 1.85558], [-1.06259, -2.07659, 3.68457], [-0.02878, -0.19405, 4.88673], [2.23618, 0.58262, 4.26836], [-0.04258, -1.51899, -1.11104], [0.83854, -1.04010, -2.55984], [0.40188, -1.60590, -3.74139], [1.04821, -1.28684, -4.92348], [2.11750, -0.40900, -4.89188], [2.52389, 0.14614, -3.69141], [3.87324, 1.24104, -3.74762], [1.90173, -0.12579, -2.45657], [2.42221, 0.61631, -0.97521], [-0.44397, -2.27842, -3.72591], [0.71316, -1.70893, -5.86096], [2.64169, -0.13376, -5.79630], [0.32604, 3.06387, 2.59741], [0.91625, 2.99252, 1.29210], [1.04369, 3.01685, 3.31114], [-0.27224, 2.24567, 2.70018], [1.82168, 2.52755, 1.29060], [1.05120, 3.92992, 0.93637]],
  "atomic_forces_ev_per_a": [[0.327, 0.213, -0.086], [0.032, 0.035, 0.025], [-0.237, -0.099, -0.133], [0.055, -0.081, 0.219], [-0.178, -0.044, -0.057], [0.005, 0.027, 0.007], [0.016, 0.005, -0.001], [0.012, 0.034, 0.027], [-0.196, -0.040, -0.004], [0.364, 0.018, 0.034], [-0.151, -0.144, 0.061], [0.030, 0.021, -0.016], [0.120, 0.199, -0.155], [0.015, 0.015, -0.005], [0.000, -0.001, 0.000], [0.014, 0.005, 0.015], [0.021, -0.012, 0.000], [-0.047, -0.004, 0.044], [0.004, 0.031, 0.007], [0.005, 0.045, 0.000], [0.028, 0.020, 0.019], [-0.007, -0.028, -0.038], [0.007, -0.006, -0.029], [0.002, -0.003, -0.003], [0.004, 0.002, 0.005], [-0.003, 0.010, -0.003], [0.009, -0.004, 0.006], [-0.008, 0.010, -0.012], [-0.008, 0.003, -0.003], [0.000, 0.000, 0.006], [0.007, -0.012, 0.023], [0.059, 0.004, -0.058], [-0.045, -0.016, 0.087], [0.050, 0.032, -0.058], [-0.051, -0.038, -0.010], [0.020, 0.023, 0.066], [-0.022, -0.019, 0.001], [0.025, 0.018, -0.018], [-0.012, -0.009, -0.160], [-0.156, 0.031, 0.241], [-0.005, -0.008, -0.012], [-0.004, -0.003, -0.001], [-0.007, -0.008, -0.015], [-0.032, -0.031, 0.019], [-0.068, -0.240, -0.126], [0.001, 0.000, -0.012], [-0.005, 0.006, 0.016], [0.006, 0.033, 0.041], [0.003, 0.010, 0.045]],
  "total_charge": -1,
  "homo_ev": -4.894,
  "homo_lumo_gap_ev": 7.5568,
  "de_lowest_kj_mol": 32.09
}

***

{
  "formula": "C4H13NO",
  "method": "ωB97M-V with the def2-TZVPD basis set",
  "symbols": ["C", "N", "C", "C", "C", "H", "H", "H", "H", "H", "H", "H", "H", "H", "H", "H", "H", "H", "O"],
  "positions_angstrom": [[-0.14288, 0.21895, 1.12362], [-0.27371, 1.19537, 0.05511], [1.45104, 0.93869, -1.59307], [-0.08609, 0.56992, -1.26208], [-0.97929, 1.09867, -2.42330], [-1.10575, 0.01810, 1.63326], [0.37924, 0.85635, 1.87237], [0.38453, -0.72365, 1.05372], [-1.24864, 1.51469, 0.15276], [1.60105, 0.52532, -2.59542], [2.08911, 0.44203, -0.83524], [1.43644, 2.00380, -1.48246], [-0.17318, -0.53052, -1.32858], [-1.65170, 0.31437, -2.75522], [-0.35085, 1.33989, -3.26137], [-1.59164, 1.90915, -2.01208], [-0.04399, -3.63832, 5.24359], [0.13230, -3.72800, 3.82686], [0.17399, -4.32483, 4.58754]],
  "atomic_forces_ev_per_a": [[0.731, 1.835, 2.631], [-3.079, -5.414, -1.762], [-1.043, -1.523, 0.766], [1.121, 1.240, -1.622], [-0.024, -0.114, 1.724], [0.093, 0.331, -0.549], [-0.033, -0.669, 0.375], [0.353, 0.213, -1.088], [0.690, 1.590, -0.088], [0.364, 0.464, 0.269], [-0.131, 0.434, -0.591], [0.739, 0.562, -0.490], [0.268, 0.311, 1.303], [-0.157, -0.144, 0.113], [-0.022, 0.662, -0.261], [0.133, 0.239, -0.755], [0.123, -0.818, 0.437], [0.187, -0.674, -0.447], [-0.311, 1.473, 0.037]],
  "total_charge": 1,
  "homo_ev": [-13.798, -13.798],
  "homo_lumo_gap_ev": [10.5136, 5.1527],
  "spin_multiplicity": 2,
  "de_lowest_kj_mol": 174.54
}

***

{
  "formula": "C8H8NO",
  "method": "ωB97M-V with the def2-TZVPD basis set",
  "symbols": ["C", "C", "C", "C", "C", "C", "C", "C", "N", "O", "H", "H", "H", "H", "H", "H", "H", "H"],
  "positions_angstrom": [[1.66295, 0.45873, -1.10738], [1.57577, 1.32337, -0.03537], [1.76386, -0.84669, -0.87578], [0.48434, 1.38023, 0.78968], [1.72849, -1.39632, 0.57444], [-0.63941, 0.69704, 0.37830], [-3.94158, -0.05808, -0.45271], [-1.67820, 0.38033, -0.12675], [0.75756, -1.20086, 1.36987], [-2.67424, -0.10108, -0.67445], [1.68260, 0.84360, -2.07025], [2.37083, 1.99039, 0.01053], [2.01910, -1.38391, -1.74663], [0.55046, 1.75531, 1.79111], [2.53861, -2.13232, 0.62991], [-4.59197, -0.49285, -1.14797], [-4.40939, 0.36585, 0.42551], [0.80023, -1.58273, 2.26793]],
  "atomic_forces_ev_per_a": [[-0.440, -2.062, -0.441], [-2.456, 1.710, 1.798], [-0.685, 0.869, 2.077], [2.182, -0.242, -0.214], [-0.463, -1.162, -2.376], [0.433, 0.531, 0.418], [0.517, 0.444, 1.216], [0.765, 0.639, 1.318], [0.509, 0.895, -2.127], [-3.392, -1.342, -2.207], [0.600, 0.624, -1.840], [1.369, 1.338, 0.852], [0.236, -1.501, -0.346], [-0.227, 0.772, 0.146], [0.048, 0.152, 1.069], [-0.228, -0.794, -1.295], [0.682, 0.337, 0.358], [0.550, -1.208, 1.592]],
  "total_charge": 1,
  "homo_ev": [-12.767, -12.916],
  "homo_lumo_gap_ev": [6.2149, 7.3325],
  "de_lowest_kj_mol": 547.63
}

***

{
  "formula": "C19H19ClN2O2",
  "method": "ωB97M-V with the def2-TZVPD basis set",
  "symbols": ["C", "C", "C", "C", "C", "N", "C", "C", "N", "C", "C", "C", "C", "C", "C", "C", "C", "O", "O", "C", "C", "C", "C", "Cl", "H", "H", "H", "H", "H", "H", "H", "H", "H", "H", "H", "H", "H", "H", "H", "H", "H", "H", "H"],
  "positions_angstrom": [[-2.03583, -0.63738, -4.67265], [-2.34346, -0.86506, -3.27117], [-1.82146, -2.06127, -2.70450], [-2.08415, -2.32544, -1.30409], [-2.74382, -1.30918, -0.46206], [-2.92472, -1.57455, 0.94665], [-2.05309, -2.50264, 1.74518], [-0.81718, -1.80311, 2.22198], [-0.94149, -0.46981, 2.85348], [0.33216, 0.18472, 3.28937], [0.98353, 0.95111, 2.17657], [0.53952, 2.08150, 1.50389], [1.49032, 2.90801, 0.71892], [2.67807, 2.29946, 0.31703], [3.65286, 2.93274, -0.54390], [4.92591, 2.38663, -0.76050], [5.22304, 1.11231, -0.24881], [6.35915, 0.72221, -0.49460], [4.26190, 0.35841, 0.40653], [3.11657, 1.07219, 0.83337], [2.30761, 0.45854, 1.86402], [-3.12257, -0.08308, -1.06877], [-2.87495, 0.14760, -2.40667], [-3.75215, 1.56420, -2.94235], [-2.58270, 0.18679, -5.09701], [-2.18511, -1.50608, -5.33522], [-1.00576, -0.28847, -4.77319], [-1.32650, -2.88099, -3.20552], [-1.74293, -3.32830, -0.90106], [-3.06077, -0.69558, 1.45873], [-1.84916, -3.44266, 1.25273], [-2.60684, -2.78240, 2.70094], [-0.11841, -1.75648, 1.40607], [-0.54294, -2.64198, 2.87314], [-1.36966, 0.11929, 2.19780], [0.12861, 0.81824, 4.11340], [0.99840, -0.61547, 3.69731], [-0.45857, 2.42922, 1.81409], [1.14263, 3.83751, 0.26928], [3.53405, 3.84822, -1.02077], [5.59959, 2.89409, -1.40390], [2.81753, -0.40254, 2.39491], [-3.72726, 0.65950, -0.43862]],
  "atomic_forces_ev_per_a": [[0.352, 0.638, -1.891], [0.996, -0.111, 1.726], [-2.121, 0.744, 3.610], [-0.102, 1.098, -0.407], [1.856, -1.981, -0.268], [-0.140, 0.319, -0.990], [-2.540, 2.010, 0.780], [1.053, -0.608, 0.124], [0.312, -1.743, 1.385], [-0.932, -1.741, -0.849], [3.816, -1.183, -0.625], [1.273, 1.957, 0.079], [-2.708, -2.929, 0.761], [1.296, 0.425, -0.290], [3.378, -1.759, -0.163], [-5.433, 2.241, 0.629], [2.921, -1.206, -0.752], [-1.553, -1.194, 1.127], [-0.384, 1.958, 0.377], [-1.965, -1.900, 1.984], [1.192, 0.387, -1.300], [-0.384, -0.659, 2.237], [-0.969, -1.740, -0.371], [0.563, 0.091, -0.793], [-0.597, 0.262, -0.159], [0.100, 0.230, 0.455], [0.230, -0.312, -0.060], [-0.036, 0.395, -0.659], [-0.540, 1.534, -0.325], [-0.141, -0.740, -0.289], [0.190, 0.086, -0.365], [0.103, 0.391, -1.337], [0.672, -0.069, -0.540], [1.196, 0.907, 0.758], [-0.700, 0.998, -1.008], [-0.439, 0.791, 0.813], [-0.401, 0.690, -0.573], [0.525, 0.291, -0.556], [0.267, -0.182, 0.221], [-0.925, 1.639, -0.555], [0.679, 0.058, -0.194], [-1.098, 0.970, -0.654], [1.138, -1.054, -1.090]],
  "total_charge": 0,
  "homo_ev": -7.850,
  "homo_lumo_gap_ev": 7.4342,
  "de_lowest_kj_mol": 392.14,
  "smiles": "Cc1ccc(NCCNCc2ccc3ccc(=O)oc3c2)cc1Cl"
}

***

{
  "formula": "C31H36MoN7O4S",
  "method": "ωB97M-V with the def2-TZVPD basis set",
  "symbols": ["Mo", "O", "C", "C", "C", "C", "C", "C", "C", "N", "C", "C", "N", "C", "C", "C", "C", "C", "C", "C", "O", "H", "H", "H", "H", "H", "H", "H", "H", "H", "H", "H", "H", "H", "H", "C", "C", "N", "C", "S", "N", "N", "C", "C", "C", "C", "C", "C", "C", "N", "H", "H", "H", "H", "H", "H", "H", "H", "H", "H", "H", "H", "H", "O", "C", "O", "C", "N", "C", "C", "C", "H", "H", "H", "H", "H", "H", "H", "H", "H"],
  "positions_angstrom": [[-0.00682, 0.07310, -0.10249], [1.32265, 0.21138, -1.63158], [2.62094, 0.25516, -1.74608], [3.19337, 0.73694, -2.93815], [4.55765, 0.76928, -3.09807], [5.42064, 0.30939, -2.08937], [4.87982, -0.18117, -0.93144], [3.48456, -0.20457, -0.73206], [2.96914, -0.79047, 0.46112], [1.74510, -0.80468, 0.86647], [1.46544, -1.56624, 2.08828], [0.28368, -2.43922, 1.75965], [-0.72187, -1.51748, 1.21821], [-1.94496, -1.71286, 1.55875], [-3.04446, -0.84775, 1.24535], [-4.36487, -1.29536, 1.37822], [-5.41714, -0.44189, 1.14401], [-5.15324, 0.89152, 0.81494], [-3.85933, 1.36097, 0.71652], [-2.78233, 0.49328, 0.91635], [-1.53748, 0.94519, 0.85892], [2.52320, 1.07519, -3.71816], [4.97442, 1.14996, -4.02191], [6.49131, 0.33266, -2.23305], [5.52116, -0.56217, -0.14435], [3.70527, -1.29003, 1.09270], [1.19788, -0.87380, 2.89292], [2.32963, -2.15380, 2.39969], [-0.09603, -2.95933, 2.63938], [0.55402, -3.17467, 1.00084], [-2.16927, -2.59334, 2.16139], [-4.54438, -2.32739, 1.65722], [-6.43638, -0.79144, 1.22792], [-5.97797, 1.57140, 0.64356], [-3.64911, 2.39620, 0.48069], [-2.39209, 1.01911, -5.68073], [-3.35250, 0.62747, -4.56606], [-2.75375, -0.31173, -3.62299], [-1.92053, 0.05075, -2.63944], [-1.33981, -1.25514, -1.62069], [-1.61542, 1.31662, -2.51746], [-0.77420, 1.59416, -1.49159], [-0.40376, 2.81530, -1.32350], [-0.85658, 3.93959, -2.19651], [0.51164, 3.07177, -0.20010], [0.96646, 4.35142, 0.08530], [1.81876, 4.55325, 1.15696], [2.19622, 3.46529, 1.92507], [1.71083, 2.21907, 1.58148], [0.89577, 2.01720, 0.54682], [-2.86102, 1.73420, -6.35672], [-1.50095, 1.47867, -5.25467], [-2.09101, 0.14531, -6.25984], [-3.66485, 1.51098, -4.00921], [-4.24580, 0.15223, -4.96836], [-3.01041, -1.28257, -3.66332], [-1.50779, 3.56232, -2.97577], [-1.39682, 4.68160, -1.60451], [0.00085, 4.43651, -2.65468], [0.65257, 5.18265, -0.52797], [2.17971, 5.54595, 1.38879], [2.85512, 3.57396, 2.77410], [1.98113, 1.34388, 2.15523], [0.65008, -4.84765, -0.60767], [0.93248, -4.15403, -1.55072], [1.46035, -2.93566, -1.41770], [0.71474, -4.56382, -3.00317], [1.18775, -3.49251, -3.89965], [0.07266, -3.09024, -4.78319], [-0.89640, -4.26916, -4.75863], [-0.78676, -4.73836, -3.31012], [1.24587, -5.50195, -3.16892], [1.98948, -3.79220, -4.43497], [1.57857, -2.63690, -2.35905], [0.44438, -2.84829, -5.77751], [-0.40230, -2.19611, -4.37004], [-0.55948, -5.05021, -5.44390], [-1.91238, -3.98932, -5.03823], [-1.11952, -5.75892, -3.13909], [-1.36971, -4.07880, -2.66511]],
  "atomic_forces_ev_per_a": [[0.174, 0.277, 0.003], [-0.016, -0.193, -0.038], [0.066, 0.027, 0.093], [-0.059, 0.039, -0.078], [0.027, -0.037, 0.086], [-0.003, 0.033, -0.074], [-0.021, -0.033, 0.089], [-0.002, 0.021, -0.044], [0.005, 0.012, 0.022], [0.042, -0.027, -0.024], [-0.024, -0.025, 0.045], [0.007, -0.036, -0.079], [0.019, -0.104, 0.129], [-0.103, -0.001, 0.017], [0.034, 0.045, -0.020], [0.002, -0.041, 0.018], [-0.037, 0.002, 0.003], [0.051, -0.019, 0.002], [-0.029, 0.072, -0.005], [0.094, -0.034, 0.034], [-0.127, 0.009, 0.050], [0.011, -0.002, -0.001], [-0.001, 0.001, -0.003], [-0.002, 0.001, 0.002], [0.010, 0.005, -0.013], [0.001, -0.001, -0.007], [0.017, 0.014, -0.008], [0.018, 0.010, -0.025], [-0.016, 0.020, 0.012], [0.001, -0.019, -0.034], [0.009, -0.008, -0.011], [-0.010, 0.007, -0.002], [0.002, 0.002, -0.001], [-0.002, 0.001, -0.001], [-0.013, -0.004, -0.001], [-0.010, -0.026, 0.047], [0.090, 0.040, -0.007], [-0.083, 0.029, -0.048], [0.136, -0.188, 0.185], [-0.155, 0.034, -0.130], [-0.073, 0.117, -0.158], [-0.069, 0.010, -0.012], [-0.061, -0.070, -0.079], [0.043, 0.005, 0.051], [0.003, 0.010, 0.012], [-0.013, 0.065, -0.022], [-0.004, -0.076, 0.011], [0.025, 0.112, 0.010], [-0.045, -0.101, 0.004], [0.071, 0.004, 0.023], [-0.014, -0.006, 0.004], [0.018, 0.007, -0.025], [-0.003, 0.006, -0.006], [-0.023, -0.011, 0.003], [-0.008, -0.011, -0.002], [-0.007, 0.001, -0.009], [-0.010, 0.006, -0.005], [-0.002, 0.008, -0.016], [-0.004, 0.001, 0.001], [0.000, -0.008, 0.003], [-0.001, 0.002, -0.001], [-0.005, -0.020, 0.003], [0.004, -0.004, -0.005], [-0.061, 0.069, 0.029], [0.122, -0.063, -0.003], [0.085, -0.147, 0.037], [-0.141, 0.103, 0.028], [0.049, -0.040, -0.073], [-0.002, 0.004, 0.007], [0.002, 0.023, 0.003], [0.027, 0.019, -0.008], [0.054, 0.009, 0.026], [-0.019, -0.037, -0.042], [-0.056, 0.149, 0.020], [0.015, 0.013, 0.004], [0.013, -0.010, -0.014], [-0.004, -0.004, 0.001], [0.004, -0.013, -0.002], [0.008, -0.003, -0.013], [-0.023, -0.018, 0.032]],
  "total_charge": 1,
  "homo_ev": [-10.124, -10.634],
  "homo_lumo_gap_ev": [7.0568, 7.3847],
  "spin_multiplicity": 3,
  "de_lowest_kj_mol": 0.00
}